This record from the OMol25 dataset describes a molecular structure, C28H35CeN4O5S at a distorted geometry. The level of theory is ωB97M-V/def2-TZVPD.

Positions of all 74 atoms, in Å:
Ce1 0.44 0.48 -0.45
S1 -1.97 -0.17 -1.73
O1 -0.85 -1.15 -1.40
O2 -1.56 0.60 -2.88
O3 2.14 1.18 -1.65
O4 -2.08 0.64 -0.50
O5 0.37 2.01 1.05
N1 -0.42 -0.66 1.65
N2 -0.23 2.74 -1.56
N3 2.63 0.35 0.94
N4 1.71 -2.03 -0.52
C1 0.30 -3.06 1.36
C2 -0.02 2.30 2.30
C3 -6.98 -3.26 -2.88
C4 -0.85 -2.07 1.53
C5 -0.90 2.96 4.87
C6 -0.86 -0.05 2.68
C7 4.29 3.50 0.18
C8 -3.70 -1.41 -3.38
C9 2.78 -0.63 2.02
C10 3.43 1.34 0.95
C11 0.90 -3.17 -0.04
C12 3.40 -1.90 1.45
C13 1.84 -2.16 -1.99
C14 0.16 3.59 2.79
C15 -4.85 -2.14 -3.62
C16 2.91 2.24 -1.35
C17 3.82 4.37 -2.00
C18 4.44 4.51 -0.75
C19 -3.41 -1.06 -2.06
C20 3.52 2.37 -0.09
C21 3.07 3.25 -2.30
C22 -0.27 3.91 4.06
C23 -1.08 1.68 4.38
C24 3.11 -2.12 -0.03
C25 -5.39 -2.14 -1.28
C26 -0.64 1.33 3.10
C27 -5.71 -2.51 -2.58
C28 -4.24 -1.42 -1.01
H1 2.38 -1.29 -2.38
H2 -7.76 -2.56 -3.18
H3 0.64 4.33 2.16
H4 -0.13 4.91 4.43
H5 2.61 3.13 -3.27
H6 3.11 -2.77 2.05
H7 -5.10 -2.42 -4.64
H8 3.67 -1.37 -0.60
H9 0.87 -2.23 -2.46
H10 -6.05 -2.42 -0.46
H11 1.06 -2.88 2.12
H12 -0.33 2.65 -2.56
H13 4.77 3.59 1.15
H14 -6.84 -3.96 -3.69
H15 -4.01 -1.11 0.00
H16 -1.24 3.22 5.86
H17 4.48 -1.85 1.53
H18 -1.41 -2.33 2.43
H19 2.42 -3.05 -2.25
H20 4.12 1.48 1.78
H21 3.39 -0.22 2.83
H22 -1.57 0.93 4.99
H23 -1.13 3.04 -1.20
H24 -1.48 -0.61 3.39
H25 -7.34 -3.80 -2.01
H26 1.79 -0.83 2.43
H27 5.03 5.38 -0.53
H28 3.93 5.15 -2.74
H29 -0.11 -4.05 1.59
H30 -3.06 -1.11 -4.19
H31 1.51 -4.08 -0.10
H32 0.45 3.47 -1.36
H33 0.08 -3.31 -0.75
H34 3.51 -3.10 -0.33
H35 -1.52 -2.16 0.68

Values from the calculation:
maximum force: 3.2 eV Å⁻¹
ΔE to the lowest compared entry with this formula, charge and spin: 0.0 kJ/mol
Kohn-Sham gap: 7.02 eV
highest occupied orbital energy: -11.0 eV
charge: +1